Record 1
ORCA calculation (ωB97M-V with the def2-TZVPD basis set) on C9H12N2O in the gas phase.

The calculation puts the total energy at -14551.1800 eV. Its LUMO energy is 0.12 eV. The gap between HOMO and LUMO comes out at 0.3099 Eh. The calculation puts the energy relative to the best compared isomer or geometry (same formula, charge and spin) at 4.499 eV. Its net charge is 0. The calculation puts the HOMO energy at -0.3054 hartree.

Each line ends with the natural charge from an NBO analysis.
CARTESIAN COORDINATES (ANGSTROEM)
O 0.10196 1.72587 4.80963  -0.257
N 0.87401 1.00029 4.27662  0.090
N 1.05409 -0.19120 2.15231  -0.596
C -1.14816 -1.10586 -1.55011  -0.191
C 0.11316 0.75186 1.49471  -0.254
C -0.89801 -0.69103 -0.15759  -0.181
C 0.62891 1.07084 -1.03732  -0.208
C 0.73660 -0.31707 3.62379  -0.162
C -0.47288 -0.39779 -2.53318  -0.038
C 0.32542 0.68288 -2.29967  -0.199
C -0.68395 -0.85686 -3.99631  -0.628
C -0.06064 0.40478 0.04529  -0.046
H 0.10322 -1.43303 -4.49302  0.217
H 1.34362 -1.11009 4.13092  0.232
H -0.80048 0.73056 2.07272  0.206
H -0.80275 -0.01775 -4.63659  0.216
H 0.82480 1.19013 -3.19756  0.210
H -0.30514 -0.63959 3.77983  0.168
H 1.28729 1.97070 -0.97193  0.222
H -1.46710 -1.63793 -3.94793  0.214
H 2.00976 0.11700 1.98198  0.372
H -1.50952 -1.06542 0.60516  0.208
H -1.87728 -1.91786 -1.71880  0.215
H 0.62306 1.73657 1.56704  0.189



Record 2
ORCA calculation (ωB97M-V with the def2-TZVPD basis set) on C9H12N2O in the gas phase.

The calculation puts the total energy at -14552.9302 eV. Its LUMO energy is 0.80 eV. The gap between HOMO and LUMO comes out at 0.3296 Eh. The calculation puts the energy relative to the best compared isomer or geometry (same formula, charge and spin) at 2.749 eV. Its net charge is 0. The calculation puts the HOMO energy at -0.3000 hartree.

Each line ends with the natural charge from an NBO analysis.
CARTESIAN COORDINATES (ANGSTROEM)
O -1.19608 -1.60677 1.07717  -0.532
N -2.01052 -1.09885 -1.68063  -0.854
N -1.92940 2.15289 -0.08287  -0.843
C 0.78847 -0.44032 0.41457  -0.143
C -1.54953 -0.20025 -0.86303  -0.141
C -0.77197 -0.88474 0.27458  0.612
C 2.98179 0.04475 -0.47501  -0.240
C 1.34858 -0.59995 1.70074  -0.187
C 2.69165 -0.48184 1.98909  -0.215
C 3.49620 -0.17014 0.79009  -0.193
C 1.60531 -0.12393 -0.70903  -0.201
C -2.62515 0.82696 -0.37506  -0.214
H 4.60984 -0.19867 1.06300  0.212
H 1.19496 0.28880 -1.60026  0.214
H -0.76990 0.32410 -1.48138  0.189
H 0.66004 -0.80910 2.51462  0.220
H -2.38979 2.90297 -0.66240  0.364
H -2.98972 0.38380 0.56445  0.190
H -2.03145 2.28241 0.88620  0.360
H -2.92861 -1.43789 -1.49617  0.367
H -3.36732 1.02026 -1.04595  0.193
H 3.07206 -0.78202 2.96534  0.225
H -1.55360 -1.61883 -2.44741  0.397
H 3.66413 0.22636 -1.32065  0.220



Record 3
ORCA calculation (ωB97M-V with the def2-TZVPD basis set) on C9H12N2O3 in the gas phase.

The calculation puts the total energy at -18644.1541 eV. Its LUMO energy is 0.41 eV. The gap between HOMO and LUMO comes out at 0.2968 Eh. The calculation puts the energy relative to the best compared isomer or geometry (same formula, charge and spin) at 6.749 eV. Its net charge is 0. The calculation puts the HOMO energy at -0.2819 hartree.

Each line ends with the natural charge from an NBO analysis.
CARTESIAN COORDINATES (ANGSTROEM)
O -1.61803 2.23363 0.18562  -0.378
O 0.38809 0.93034 2.98495  -0.551
O 2.05347 -2.33989 0.03464  -0.548
N 0.58775 0.14974 1.98430  0.101
N 1.32437 -1.16253 0.31665  -0.175
C -0.15338 3.30064 -1.01621  -0.315
C -1.35835 3.30974 -0.49347  0.105
C -0.57811 1.37112 0.01562  0.238
C 1.50603 -0.61687 1.53959  0.152
C 0.41841 2.00167 -0.74045  -0.286
C -0.88628 -2.35948 0.60552  -0.625
C -0.53865 0.11564 0.77666  -0.141
C -0.08593 -1.10396 -0.05425  0.129
C -0.24143 -1.11500 -1.58602  -0.630
H -1.85066 -2.41044 0.29561  0.208
H 0.25782 3.99263 -1.74726  0.225
H 2.73901 -2.01236 -0.67210  0.483
H 1.33919 1.61961 -1.18472  0.232
H -1.49140 0.00636 1.24107  0.238
H -2.04023 4.10534 -0.69696  0.203
H 0.36459 -0.43930 -2.11181  0.222
H -1.17309 -1.10538 -2.03450  0.227
H -0.42168 -3.32187 0.27068  0.224
H -0.04001 -2.20417 -1.67349  0.223
H 2.38199 -0.88933 2.07119  0.218
H -0.88348 -2.05589 1.68914  0.221



Record 4
ORCA calculation (ωB97M-V with the def2-TZVPD basis set) on an isolated ion of composition C9H12N3 and charge +1.

The calculation puts the total energy at -13985.1885 eV. Its LUMO energy (alpha / beta) is -6.73 / -5.02 eV. The gap between HOMO and LUMO (alpha / beta) comes out at 0.1605 / 0.2838 Eh. The calculation puts the energy relative to the best compared isomer or geometry (same formula, charge and spin) at 6.256 eV. Its net charge is +1. The calculation puts the HOMO energy (alpha / beta) at -0.4078 / -0.4682 hartree.

Each line ends with the natural charge from an NBO analysis.
CARTESIAN COORDINATES (ANGSTROEM)
N 2.63909 -0.26951 0.55562  -0.038
N 1.82974 -0.44422 1.39289  0.271
N -0.12732 0.07225 -0.86428  -0.388
C -3.28306 0.97135 0.79402  -0.213
C -1.95350 1.08112 0.51523  -0.199
C -3.99603 -0.20723 0.46962  -0.100
C 2.23510 0.39839 -0.72183  -0.194
C -3.39390 -1.27808 -0.22088  -0.226
C -1.30498 0.02350 -0.26912  0.149
C 4.01012 -0.75818 0.39667  -0.442
C 0.85910 1.01439 -0.63337  -0.315
C -2.05195 -1.16764 -0.49802  -0.131
H -1.53742 -1.99393 -0.89919  0.216
H 2.38438 -0.50155 -1.30462  0.248
H 2.94071 1.08793 -0.85677  0.221
H -3.96096 1.56780 1.36912  0.239
H -4.95459 -0.21120 0.77223  0.210
H 4.51231 -0.01975 -0.11724  0.239
H 4.43388 -0.84618 1.34127  0.255
H 0.91056 1.70489 0.21227  0.206
H -1.30470 1.89587 0.62892  0.207
H 0.71672 1.86964 -1.31034  0.262
H -3.70987 -2.28041 -0.50220  0.243
H 4.10655 -1.70924 -0.24999  0.281



Record 5
ORCA calculation (ωB97M-V with the def2-TZVPD basis set) on C9H12N4O in the gas phase.

The calculation puts the total energy at -17529.7074 eV. Its LUMO energy is -1.06 eV. The gap between HOMO and LUMO comes out at 0.3296 Eh. The calculation puts the energy relative to the best compared isomer or geometry (same formula, charge and spin) at 5.614 eV. Its net charge is 0. The calculation puts the HOMO energy at -0.3687 hartree.

Each line ends with the natural charge from an NBO analysis.
CARTESIAN COORDINATES (ANGSTROEM)
O 1.60215 -0.45451 3.22491  -0.722
N -1.42351 0.16188 -2.24634  -0.168
N -0.95731 -0.73527 0.37628  -0.200
N -1.61259 1.01409 -1.26349  -0.179
N -0.82741 -1.60282 -0.60334  -0.176
C 1.71090 -1.61883 -4.01349  -0.258
C 0.56840 -1.85238 -3.63016  -0.020
C -1.55303 1.55360 1.18039  -0.443
C 1.86553 0.04366 1.90783  -0.060
C 1.10723 1.39833 1.53258  -0.444
C -1.34899 0.51201 -0.01865  0.331
C -0.32664 1.58014 2.19828  -0.409
C -0.86768 -2.14096 -3.04306  -0.488
C -1.05199 -1.08918 -1.84717  0.321
H 1.76345 2.24985 1.92128  0.212
H 1.12328 1.49342 0.40431  0.210
H 1.65967 -0.71669 1.09090  0.165
H 2.98102 0.26880 1.86537  0.182
H -0.99412 -3.20488 -2.69414  0.260
H -0.33338 2.61674 2.67851  0.223
H -1.65423 -1.96911 -3.84916  0.257
H 2.76232 -1.21908 -4.03130  0.259
H 0.69956 -0.84081 3.26298  0.471
H -0.56157 0.85683 3.03055  0.213
H -1.88584 2.56377 0.80521  0.236
H -2.44520 1.13138 1.76092  0.226



Record 6
ORCA calculation (ωB97M-V with the def2-TZVPD basis set) on C9H12N4O in the gas phase.

The calculation puts the total energy at -17526.6095 eV. Its LUMO energy (alpha / beta) is 0.24 / 0.24 eV. The gap between HOMO and LUMO (alpha / beta) comes out at 0.3036 / 0.3035 Eh. The calculation puts the energy relative to the best compared isomer or geometry (same formula, charge and spin) at 8.712 eV. Its net charge is 0. The calculation puts the HOMO energy (alpha / beta) at -0.2948 / -0.2948 hartree.

Each line ends with the natural charge from an NBO analysis.
CARTESIAN COORDINATES (ANGSTROEM)
O 0.47618 0.81018 -0.82010  -0.724
N 1.40534 -0.31729 1.78177  -0.246
N -2.52289 -1.21973 -0.03942  -0.327
N 0.43069 0.80189 2.05221  -0.259
N -2.26607 -1.07898 -1.38829  -0.078
C -2.21077 -1.33223 -2.71019  -0.030
C -1.41133 -0.39099 -3.48910  -0.238
C 0.91173 -0.01175 3.14910  0.008
C -1.66416 -0.19837 -0.43299  0.064
C -0.20596 -0.28225 -0.19455  0.031
C 2.33821 1.84478 4.01775  -0.373
C 0.06473 -0.32477 1.29701  0.041
C -0.93125 -0.81479 -4.68314  -0.376
C 1.89983 0.58730 4.06894  -0.213
H 3.03898 2.18098 4.70657  0.214
H -0.68672 -0.95225 1.91416  0.180
H 1.83216 2.27848 3.13546  0.230
H -2.76120 -2.14988 -3.23184  0.220
H -1.09235 -1.78946 -5.01693  0.193
H -0.52170 -0.07206 -5.44569  0.210
H -1.95407 0.86812 -0.65594  0.164
H -1.36328 0.53644 -2.93180  0.231
H 1.31911 1.03552 -0.45414  0.494
H 0.33797 -0.80014 3.59176  0.192
H 2.28135 -0.10323 4.88989  0.202
H 0.12498 -1.18732 -0.63084  0.193



Record 7
ORCA calculation (ωB97M-V with the def2-TZVPD basis set) on C9H12N4PdS6 as an isolated structure.

The calculation puts the total energy at -83980.8435 eV. Its expectation value of S² is 2.02. Its spin multiplicity is 3. Its LUMO energy (alpha / beta) is 0.19 / -1.62 eV. The gap between HOMO and LUMO (alpha / beta) comes out at 0.2510 / 0.2381 Eh. Its net charge is 0. The calculation puts the HOMO energy (alpha / beta) at -0.2441 / -0.2978 hartree.

Each line ends with the Mulliken spin population.
CARTESIAN COORDINATES (ANGSTROEM)
Pd -0.82984 -0.96654 -0.75729  0.681
S -4.38957 0.34568 2.34776  -0.009
S -3.04056 -0.22669 -0.22604  0.408
S -0.49946 -1.32259 1.64092  0.425
S -4.63986 0.39478 5.30148  0.129
S -2.20649 -0.64302 3.96044  -0.011
S -1.40646 -0.88227 -3.32242  0.048
N -1.59739 1.73114 -2.99800  0.013
N 0.49975 0.97149 -3.50993  0.003
N 1.47204 -2.19964 -2.49727  0.000
N 1.25554 -1.46160 -1.39155  0.051
C 3.45078 -1.61284 -1.81460  0.000
C 3.26657 -3.08928 -3.96929  0.001
C -3.00990 -0.23434 1.45313  0.129
C 2.63117 -0.26533 0.26625  0.000
C -3.79059 0.06042 3.94988  -0.003
C -1.94318 -0.70956 2.23653  0.121
C -0.79314 0.69564 -3.25836  0.020
C 2.45511 -1.09836 -0.95726  -0.005
C 2.78100 -2.31091 -2.79483  -0.001
H 0.89283 1.86143 -3.25054  0.001
H 4.51704 -1.49278 -1.72369  0.000
H 4.31955 -2.88065 -4.14373  0.000
H 3.36755 0.51956 0.09137  0.001
H 1.68553 0.18871 0.55580  0.000
H -1.25024 2.66964 -2.89856  0.002
H 2.71251 -2.83320 -4.87320  0.000
H 1.13070 0.18906 -3.54983  0.002
H 2.98359 -0.87187 1.10149  -0.001
H 0.66865 -2.47546 -3.04301  -0.001
H -2.54390 1.53428 -2.71958  -0.002
H 3.15688 -4.16106 -3.79961  0.000



Record 8
ORCA calculation (ωB97M-V with the def2-TZVPD basis set) on C9H12N4S2 in the gas phase.

The calculation puts the total energy at -37152.9599 eV. Its LUMO energy (alpha / beta) is -0.04 / -0.03 eV. The gap between HOMO and LUMO (alpha / beta) comes out at 0.2574 / 0.2578 Eh. The calculation puts the energy relative to the best compared isomer or geometry (same formula, charge and spin) at 4.979 eV. Its net charge is 0. The calculation puts the HOMO energy (alpha / beta) at -0.2588 / -0.2591 hartree.

Each line ends with the natural charge from an NBO analysis.
CARTESIAN COORDINATES (ANGSTROEM)
S 0.50417 2.29716 1.36535  0.231
S -1.52702 -0.18077 1.23359  0.207
N 0.11050 -1.18799 -0.96365  -0.151
N -0.20630 0.04373 -1.20750  -0.275
N 1.18253 -0.26421 1.00851  -0.161
N 2.49154 -0.02534 1.14037  -0.357
C -0.97610 -1.31348 -2.79502  -0.307
C 3.15492 -1.04025 0.51417  0.009
C -0.88745 -0.00752 -2.35479  -0.072
C -0.33207 -2.13985 -1.86061  -0.068
C 0.17079 0.53804 1.31209  -0.067
C -0.54077 2.92121 -0.11778  -0.709
C -2.10453 1.05868 2.51669  -0.692
C 0.92370 -1.47015 0.24301  0.073
C 2.36821 -1.97840 -0.04279  -0.378
H -0.02158 3.81586 -0.55899  0.227
H 4.21197 -1.06885 0.60051  0.214
H -1.48107 1.04053 3.39109  0.227
H 0.31801 -2.15350 0.96865  0.243
H -1.48747 3.34987 0.00612  0.213
H -3.10716 0.85659 2.90315  0.228
H -1.20965 0.82566 -2.87691  0.208
H -1.99613 1.81352 1.81120  0.227
H -0.33679 2.06924 -0.67249  0.253
H 2.58087 -2.97298 -0.26126  0.219
H -0.11403 -3.13942 -1.68465  0.227
H -1.68911 -1.68737 -3.61803  0.231